Record 1
C28H29MoN5O2 as an isolated structure, computed with ωB97M-V/def2-TZVPD.

Values from the calculation:
* energy: -1576.33957 Eh
* gap between HOMO and LUMO (alpha / beta): 6.7 / 6.3 eV
* spin multiplicity: 3
* total charge: +2

Positions of all 65 atoms, in Å:
1 Mo 0.02140 0.29613 0.19727
2 C -0.75216 2.75841 0.75677
3 C -1.94713 1.90543 1.14565
4 C -3.24260 2.30888 0.83953
5 C -4.30874 1.56967 1.31430
6 C -4.10988 0.41148 2.07000
7 C -2.84281 -0.04861 2.37713
8 C -2.61261 -1.27019 3.22206
9 C -1.76211 0.72914 1.91468
10 N -0.41748 0.37770 2.10757
11 C 0.38504 0.06447 3.19529
12 O 0.06333 0.00458 4.34464
13 C 1.76796 -0.16175 2.64482
14 C 2.90678 -0.40418 3.36981
15 C 4.11394 -0.50675 2.67862
16 C 4.14529 -0.34535 1.29709
17 C 2.95956 -0.09864 0.64739
18 N 1.80735 -0.03094 1.31332
19 C 2.80775 0.17450 -0.82405
20 O 3.69100 -0.01369 -1.60975
21 N 1.51756 0.65003 -1.09262
22 C 1.23568 1.42180 -2.29268
23 C 0.02839 1.18330 -2.95472
24 C -0.99173 0.21812 -2.40243
25 C -0.26425 1.86337 -4.12420
26 C 0.64308 2.78178 -4.63091
27 C 1.79533 3.06288 -3.92154
28 C 2.10626 2.41737 -2.72471
29 C 3.31750 2.86840 -1.94724
30 H -0.96946 3.39213 -0.09885
31 H 0.18247 2.22988 0.48813
32 H -0.40198 3.36887 1.59027
33 H -3.41108 3.20580 0.25682
34 H -5.31864 1.89721 1.10281
35 H -4.96903 -0.13857 2.43554
36 H -3.48437 -1.92322 3.20761
37 H -2.41268 -0.98390 4.25576
38 H -1.73933 -1.83315 2.88597
39 H 2.83925 -0.49673 4.44609
40 H 5.03196 -0.69140 3.22177
41 H 5.06025 -0.39521 0.72101
42 H -0.72538 -0.83234 -2.48581
43 H -1.97657 0.38487 -2.83362
44 H -1.22088 0.44700 -1.33908
45 H -1.20201 1.68087 -4.63502
46 H 0.43260 3.30317 -5.55478
47 H 2.47284 3.82754 -4.28286
48 H 3.49831 3.92540 -2.13406
49 H 4.21183 2.31438 -2.23097
50 H 3.18263 2.74833 -0.87011
51 C -3.06895 -4.17660 -0.07323
52 C -1.75290 -3.48218 -0.19845
53 C -0.49937 -3.95156 -0.54596
54 C 0.37588 -2.87683 -0.45146
55 N -0.30190 -1.77646 -0.06234
56 N -1.60782 -2.18054 0.06865
57 C 1.83373 -2.88023 -0.76311
58 H -3.05388 -5.10269 -0.64227
59 H -3.88651 -3.55914 -0.44557
60 H -3.26825 -4.42465 0.97088
61 H -0.24454 -4.95854 -0.83462
62 H -2.30349 -1.55708 0.45575
63 H 2.14363 -3.89460 -1.00196
64 H 2.42722 -2.54860 0.08851
65 H 2.06466 -2.24857 -1.62255

***

Record 2
C28H29N2O4S2Se2V as an isolated structure, computed with ωB97M-V/def2-TZVPD.

Values from the calculation:
* energy: -8037.58276 Eh
* gap between HOMO and LUMO (alpha / beta): 8.1 / 8.0 eV
* spin multiplicity: 3
* energy relative to the best compared isomer or geometry (same formula, charge and spin): 1.5008 eV
* total charge: +2

Positions of all 68 atoms, in Å:
1 V 1.54143 -1.65152 -1.13116
2 Se 2.82332 -3.71952 -2.77037
3 Se 4.90173 -3.53211 -1.70572
4 C 4.81748 -1.68975 -1.18903
5 C 5.95452 -0.92134 -1.01028
6 C 5.79421 0.42265 -0.68682
7 C 4.53200 1.00668 -0.59890
8 C 3.47648 0.15162 -0.80241
9 N 3.61414 -1.15106 -1.02228
10 C 1.82595 -4.41390 -1.25014
11 C 1.38048 -5.71692 -1.20088
12 C 0.74744 -6.14679 -0.03992
13 C 0.58677 -5.26828 1.01583
14 C 1.02318 -3.96541 0.86869
15 N 1.63508 -3.54743 -0.24731
16 H 6.94077 -1.34302 -1.14425
17 H 6.67318 1.03726 -0.54111
18 H 4.39103 2.05904 -0.40195
19 H 1.81403 1.13600 -0.19538
20 H 1.54526 -6.38660 -2.03283
21 H 0.39601 -7.16757 0.03566
22 H 0.11521 -5.57480 1.93847
23 H 0.87430 -3.22393 1.64057
24 O 2.13456 0.43969 -0.86691
25 S 1.75133 2.62942 1.14073
26 C 0.52979 3.88199 0.64243
27 C -0.88259 3.37149 0.30656
28 C -1.27019 3.49776 -1.17195
29 C -0.73861 2.43016 -2.12117
30 S -1.48124 0.77788 -2.04007
31 O -0.85894 0.18905 -0.70624
32 C -3.16342 1.11586 -1.62319
33 C -3.58564 1.20407 -0.30331
34 C -4.91860 1.49328 -0.05932
35 C -5.79671 1.69932 -1.11853
36 C -5.35686 1.59903 -2.43147
37 C -4.02991 1.29150 -2.69474
38 C 0.94368 1.87586 2.53239
39 C 0.33138 0.63500 2.40474
40 C -0.28794 0.05731 3.50505
41 C -0.30203 0.72277 4.72287
42 C 0.31308 1.96253 4.84621
43 C 0.94588 2.53846 3.75554
44 H 0.99177 4.40088 -0.20076
45 H 0.49923 4.59717 1.46105
46 H -1.59883 3.95427 0.88647
47 H -0.99543 2.34201 0.65528
48 H -0.90907 4.45510 -1.55853
49 H -2.35781 3.53991 -1.27355
50 H 0.33298 2.23072 -2.01660
51 H -0.91120 2.70868 -3.16392
52 H -2.89420 1.02715 0.51059
53 H -5.27416 1.55834 0.96025
54 H -6.83504 1.92752 -0.91751
55 H -6.04722 1.74382 -3.25141
56 H -3.68456 1.18359 -3.71714
57 H 0.32434 0.12598 1.44838
58 H -0.76683 -0.90810 3.40386
59 H -0.78619 0.27459 5.58026
60 H 0.31100 2.47768 5.79739
61 H 1.44682 3.49323 3.85777
62 C -2.45794 -2.39894 -0.45282
63 O -1.20945 -1.97584 0.12280
64 C -0.37857 -1.29917 -0.70227
65 O -0.16569 -1.73141 -1.94422
66 H -2.92682 -3.04247 0.28457
67 H -2.28385 -2.94996 -1.37600
68 H -3.10429 -1.54045 -0.64206

***

Record 3
C28H29N4O8PtS2 as an isolated structure, computed with ωB97M-V/def2-TZVPD.

Values from the calculation:
* energy: -2821.18690 Eh
* gap between HOMO and LUMO: 7.3 eV
* energy relative to the best compared isomer or geometry (same formula, charge and spin): 0.8252 eV
* total charge: -1

Positions of all 72 atoms, in Å:
1 Pt -0.30779 -0.14449 0.25613
2 C 2.53675 3.89008 6.61433
3 C 1.68325 3.55758 5.41852
4 C 1.61359 2.25493 4.92869
5 C 0.85366 1.95148 3.81094
6 C 0.14642 2.96376 3.17591
7 C 0.20022 4.26556 3.64503
8 C 0.96466 4.55484 4.76653
9 S -0.78819 2.55004 1.72387
10 O -1.28734 3.79048 1.18010
11 O -1.76033 1.57586 2.15278
12 N 0.27808 1.78789 0.79845
13 C 1.33319 2.48840 0.21030
14 C 1.58898 3.82861 0.41199
15 C 2.68801 4.46926 -0.19623
16 C 3.55401 3.79874 -1.00306
17 C 3.34100 2.41919 -1.23337
18 C 4.18377 1.64563 -2.06166
19 C 3.93342 0.31816 -2.24365
20 C 2.82096 -0.24484 -1.58562
21 N 2.01846 0.44428 -0.82528
22 C 2.24723 1.76099 -0.63309
23 H 2.90435 2.98634 7.10019
24 H 1.97584 4.46824 7.35117
25 H 3.40336 4.48714 6.32121
26 H 2.16897 1.46669 5.42526
27 H 0.80894 0.93802 3.42624
28 H -0.35671 5.03651 3.12804
29 H 1.00894 5.57406 5.13646
30 H 0.91831 4.41917 1.01559
31 H 2.83325 5.52746 -0.01238
32 H 4.39191 4.29835 -1.47513
33 H 5.02757 2.12510 -2.54598
34 H 4.56532 -0.29862 -2.86975
35 H 2.59603 -1.30347 -1.69554
36 N -1.09840 -1.94649 -0.27880
37 C -0.98654 -2.83148 0.90141
38 C 0.32992 -2.54196 1.62404
39 O 0.92476 -3.43390 2.20522
40 O 0.70002 -1.29919 1.57085
41 H -2.06432 -1.91406 -0.60052
42 H -0.54224 -2.29361 -1.05542
43 H -1.08690 -3.88469 0.64970
44 H -1.78736 -2.55058 1.58568
45 C -5.77157 4.43672 0.87575
46 C -5.51310 3.11128 0.21291
47 C -6.22654 2.71413 -0.91277
48 C -5.97708 1.49050 -1.51759
49 C -5.00602 0.65612 -0.98303
50 C -4.27843 1.03517 0.14132
51 C -4.53910 2.25880 0.72954
52 S -4.62379 -0.86024 -1.79710
53 O -5.66885 -1.11970 -2.74687
54 O -4.26605 -1.83696 -0.79611
55 N -3.23624 -0.58838 -2.59834
56 C -3.13999 0.55760 -3.51195
57 C -1.65530 0.84318 -3.72549
58 C -0.82886 1.20978 -2.47784
59 O 0.12799 1.94773 -2.59918
60 O -1.25710 0.63970 -1.37968
61 H -6.39858 5.07671 0.25444
62 H -4.83130 4.95451 1.07217
63 H -6.27648 4.29833 1.83457
64 H -6.97493 3.37650 -1.33384
65 H -6.52726 1.17453 -2.39399
66 H -3.48870 0.40853 0.53872
67 H -3.94477 2.56253 1.58140
68 H -2.50575 -0.38740 -1.89601
69 H -3.62916 1.44027 -3.08432
70 H -3.62927 0.32423 -4.45671
71 H -1.53318 1.64961 -4.44619
72 H -1.17707 -0.04731 -4.14734